Below is a 2-piece molecular cluster, C3H11N2O overall at a distorted geometry, with properties calculated with wB97M-V/def2-TZVPD.

## Properties
energy relative to the best compared isomer or geometry (same formula, charge and spin)	5.980	eV
HOMO (alpha / beta)	-12.4 / -10.2	eV
LUMO level (alpha / beta)	-3.3 / -4.6	eV
total energy	-305.2330	Eh
net charge	+1
Kohn-Sham gap (alpha / beta)	0.3369 / 0.2042	Eh

Each line ends with the Löwdin charge.
Atoms and positions in Å:
C1 0.905 -1.857 1.921  -0.040
C2 0.893 -0.546 1.159  -0.246
C3 -0.902 0.460 -1.114  -0.194
N1 -0.751 0.323 -2.452  0.063
N2 -0.351 1.807 -0.719  0.155
O1 0.615 0.618 1.673  0.021
H1 1.415 -1.892 2.893  0.093
H2 -0.191 -1.949 1.939  0.094
H3 1.244 -2.693 1.366  0.067
H4 1.076 -0.561 0.125  0.063
H5 -1.956 0.454 -0.891  0.114
H6 0.120 0.543 -2.851  0.082
H7 -1.490 0.079 -3.149  0.147
H8 -0.118 2.020 0.256  0.136
H9 -0.842 2.703 -1.231  0.242
H10 0.425 1.752 -1.300  0.096
H11 0.873 0.568 2.570  0.107